# 1
The following is a DFT calculation (ωB97M-V with the def2-TZVPD basis set) of the molecule C5H10O2S in a non-equilibrium geometry.

As for the multiplicity: 3. As for the HOMO-LUMO gap (alpha / beta): 9.27 / 8.78 eV. The value obtained for the total energy is -20271.3131 eV. As for the total charge: 0. As for the LUMO energy (alpha / beta): 0.8 / -1.4 eV. Its energy relative to the best compared isomer or geometry (same formula, charge and spin) is 0.0 kcal per mole. For the HOMO energy (alpha / beta), the calculation gives -8.44 / -10.18 eV.

```
18
Properties=species:S:1:pos:R:3:forces:R:3:nbo_charge:R:1
C 1.550759 0.731453 -0.714287 -1.4 -1.7 1.6 -0.251
C -0.700500 -1.207791 0.874287 3.0 0.8 2.1 -0.249
C 2.433751 1.544140 0.012260 0.7 5.5 -1.5 -0.700
C -2.225738 0.167009 -0.195952 -0.7 -0.7 -2.2 -0.588
C -1.905122 -1.323765 0.115074 -1.1 1.3 -1.1 -0.534
O 0.898659 -1.637971 -1.194661 -0.4 0.2 0.8 -0.958
O 1.992088 -1.245044 1.028532 -0.7 0.7 0.0 -0.931
S 0.987807 -0.873975 0.051389 -0.3 -0.9 -1.7 1.978
H 1.117690 1.052610 -1.596930 -1.1 -0.1 -1.7 0.193
H -0.752070 -0.933405 1.977569 0.4 -0.4 -1.6 0.205
H 2.006315 2.647513 0.361083 0.7 -2.5 -1.0 0.221
H 3.420071 1.808818 -0.478891 -1.1 -0.4 0.2 0.244
H 2.634622 1.056709 0.847755 1.4 -1.9 4.1 0.235
H -2.034695 0.730990 0.645913 0.3 1.6 1.6 0.200
H -3.243894 0.310749 -0.502321 -0.9 -0.2 0.2 0.218
H -1.723656 0.556140 -1.089326 0.7 -0.2 0.5 0.212
H -1.679514 -1.710504 -0.902272 -0.7 -0.9 0.9 0.264
H -2.776574 -1.673684 0.760784 1.3 -0.3 -1.2 0.241
```
Forces are in eV/Å.

---

# 2
The following is a DFT calculation (ωB97M-V with the def2-TZVPD basis set) of the molecule C5H9NO.

As for the HOMO-LUMO gap: 10.22 eV. The value obtained for the total energy is -8867.8520 eV. As for the total charge: 0. As for the LUMO energy: 0.6 eV. Its energy relative to the best compared isomer or geometry (same formula, charge and spin) is 31.4 kcal per mole. For the HOMO energy, the calculation gives -9.60 eV.

```
16
Properties=species:S:1:pos:R:3:forces:R:3:nbo_charge:R:1
C 0.916251 1.446971 0.616219 0.1 0.1 0.0 -0.687
C -0.175175 0.543947 0.116969 -0.1 0.2 0.0 0.445
C 1.151051 -1.375671 -0.427647 0.2 -0.2 -0.1 -0.606
C -0.026689 -0.909059 0.458696 -0.1 0.1 0.0 -0.498
O -2.906846 -0.032392 0.210266 0.0 0.1 -0.4 -0.573
C -2.334567 0.509552 -0.713529 -0.3 -0.2 0.2 0.518
N -1.080171 1.075805 -0.607918 -0.1 0.0 0.5 -0.543
H 1.412108 1.962163 -0.208919 0.0 0.0 0.1 0.243
H 1.652042 0.915147 1.224169 -0.1 0.1 -0.1 0.215
H 0.418123 2.203102 1.228609 0.2 0.0 0.0 0.247
H 1.932270 -1.871530 0.151145 -0.1 -0.1 -0.1 0.218
H 0.789329 -2.050514 -1.205731 0.1 0.0 0.1 0.222
H 1.620617 -0.530063 -0.947797 0.0 -0.2 0.1 0.211
H -0.935581 -1.481967 0.271498 0.1 0.2 0.0 0.243
H 0.204149 -1.007760 1.526007 0.0 0.1 -0.2 0.227
H -2.830500 0.716350 -1.675383 0.0 -0.2 0.0 0.119
```
Forces are in eV/Å.

---

# 3
The following is a DFT calculation (ωB97M-V with the def2-TZVPD basis set) of a cluster of 2 separate species, C2H6O3P in total in a non-equilibrium geometry.

As for the HOMO-LUMO gap (alpha / beta): 8.14 / 8.14 eV. The value obtained for the total energy is -17602.6011 eV. As for the total charge: -1. As for the LUMO energy (alpha / beta): 4.2 / 4.2 eV. Its energy relative to the best compared isomer or geometry (same formula, charge and spin) is 77.8 kcal per mole. For the HOMO energy (alpha / beta), the calculation gives -3.97 / -3.97 eV.

```
12
Properties=species:S:1:pos:R:3:forces:R:3:nbo_charge:R:1
C 1.242336 -0.279506 0.007341 -3.2 1.1 2.6 -0.759
C -0.794192 0.885493 0.065064 4.3 0.6 1.1 -0.159
O -2.630998 -0.447981 -1.231691 0.1 0.5 -2.0 -1.195
O -3.182710 -0.059797 1.229534 0.8 0.4 0.2 -1.164
O -0.797296 1.704774 -1.027811 -2.1 -1.3 -1.2 -0.724
P -2.165618 -0.351765 0.166689 -1.3 -0.7 1.5 1.978
H 1.634417 0.506163 0.640399 0.4 0.0 0.1 0.164
H 1.110027 -1.219704 0.588100 0.3 0.5 -1.0 0.190
H 1.603669 -0.190066 -0.967805 0.4 -0.5 -1.5 0.179
H -0.276284 1.518644 0.897966 -1.6 -1.5 -1.0 0.184
H -1.511833 1.290093 -1.646459 1.4 0.5 1.2 0.506
H -1.634485 -1.627275 0.481877 0.6 0.3 0.1 -0.200
```
Forces are in eV/Å.

---

# 4
The following is a DFT calculation (ωB97M-V with the def2-TZVPD basis set) of a cluster of 2 separate species, C14H16O in total in a non-equilibrium geometry.

As for the HOMO-LUMO gap: 9.09 eV. The value obtained for the total energy is -16824.4054 eV. As for the total charge: 0. As for the LUMO energy: 0.8 eV. Its energy relative to the best compared isomer or geometry (same formula, charge and spin) is 19.1 kcal per mole. For the HOMO energy, the calculation gives -8.30 eV.

```
31
Properties=species:S:1:pos:R:3:forces:R:3:nbo_charge:R:1
C 1.294621 -4.503880 -0.974908 -0.6 0.3 0.0 -0.634
C -0.942987 -2.277930 1.152652 0.3 0.1 1.0 -0.185
C -0.512175 -3.373331 0.399522 0.3 1.1 -1.4 -0.238
C -0.033225 -1.327671 1.598464 0.3 -1.3 -0.4 -0.227
C 0.833989 -3.509729 0.065122 -0.1 0.2 0.1 0.003
C 1.318844 -1.529127 1.319882 0.3 1.0 0.2 -0.210
C 1.775155 -2.603583 0.589669 -1.0 -0.9 0.0 -0.229
H -1.953807 -2.184916 1.523089 -0.3 0.0 -0.5 0.213
H -1.208986 -3.831188 -0.298373 -0.3 -0.7 0.8 0.211
H -0.339769 -0.474186 2.163414 -0.2 0.3 0.2 0.219
H 1.979410 -0.727909 1.644666 0.3 -0.4 0.1 0.207
H 1.605910 -3.928347 -1.835798 0.6 0.1 -0.2 0.218
H 0.469104 -5.085475 -1.388849 0.0 -0.3 0.5 0.218
H 2.802473 -2.851109 0.386920 0.4 0.5 0.0 0.211
H 2.108186 -5.129087 -0.611122 0.0 -0.1 -0.2 0.221
C -1.107632 4.659352 1.190497 0.9 0.7 0.1 -0.631
C -0.214371 1.297191 -1.274886 0.1 -0.7 -1.3 0.377
C 0.590113 1.552785 -0.184960 0.2 0.7 0.5 -0.325
C -1.310395 2.088224 -1.598597 0.3 0.5 0.8 -0.291
C 0.347465 2.708075 0.550215 -0.6 0.6 0.1 -0.180
C -1.631102 3.115627 -0.724752 -0.1 0.0 -0.4 -0.180
C -0.801062 3.461806 0.337800 -0.2 0.2 -0.5 -0.066
O 0.102402 0.312815 -2.187841 -0.2 0.0 0.2 -0.689
H 1.427263 0.920901 0.080423 0.1 0.0 -0.3 0.216
H 0.907953 -0.135048 -1.918222 0.1 -0.1 0.1 0.477
H -1.835377 2.024571 -2.538314 -0.1 -0.5 0.0 0.226
H 1.026880 3.188168 1.244986 0.3 -0.8 0.3 0.210
H -2.510002 3.703437 -0.965814 0.1 0.2 0.2 0.207
H -1.534574 5.517702 0.670684 -0.8 -0.5 -0.2 0.219
H -0.188424 5.162602 1.524330 0.1 -0.6 0.4 0.212
H -1.683277 4.354385 2.061262 -0.2 0.3 0.1 0.220
```
Forces are in eV/Å.

---

# 5
The following is a DFT calculation (ωB97M-V with the def2-TZVPD basis set) of the molecule C2N2S2 in a non-equilibrium geometry.

As for the HOMO-LUMO gap (alpha / beta): 6.77 / 6.77 eV. The value obtained for the total energy is -26719.6355 eV. As for the total charge: 0. As for the LUMO energy (alpha / beta): -1.7 / -1.7 eV. Its energy relative to the best compared isomer or geometry (same formula, charge and spin) is 80.5 kcal per mole. For the HOMO energy (alpha / beta), the calculation gives -8.46 / -8.46 eV.

```
6
Properties=species:S:1:pos:R:3:forces:R:3:nbo_charge:R:1
C 0.282635 -0.430017 -0.686030 1.2 -3.8 -2.8 0.197
C -0.132043 0.393268 0.236136 -1.3 3.3 3.3 0.177
N 0.743426 -0.884173 -1.761559 -0.1 2.6 0.1 -0.388
N -0.456464 1.162845 1.096059 1.2 -3.0 -3.3 -0.357
S 0.461719 -2.408369 -1.034124 -0.5 -0.4 1.3 0.133
S -0.899272 2.166446 2.149518 -0.5 1.2 1.4 0.237
```
Forces are in eV/Å.

---

# 6
The following is a DFT calculation (ωB97M-V with the def2-TZVPD basis set) of a cluster of 7 separate species, C10H36N2O7 in total in a non-equilibrium geometry.

As for the multiplicity: 2. As for the HOMO-LUMO gap (alpha / beta): 2.19 / 9.87 eV. The value obtained for the total energy is -28262.7691 eV. As for the total charge: -1. As for the LUMO energy (alpha / beta): 2.7 / 2.7 eV. Its energy relative to the best compared isomer or geometry (same formula, charge and spin) is 23.3 kcal per mole. For the HOMO energy (alpha / beta), the calculation gives 0.52 / -7.16 eV.

```
55
Properties=species:S:1:pos:R:3:forces:R:3:nbo_charge:R:1
C 2.202184 1.517589 -4.057738 -0.8 0.8 -0.9 -0.624
C 2.073965 2.802739 -3.236720 1.4 -0.2 0.8 -0.068
C 3.277280 2.952693 -2.249565 0.8 -1.1 0.4 -0.068
O 3.477256 1.761270 -1.466150 -1.2 -0.4 0.1 -0.594
C 4.616470 1.674213 -0.605594 0.0 0.6 -1.6 -0.354
N 2.000613 3.978960 -4.116189 -0.8 -0.4 0.2 -0.850
H 2.211107 0.577867 -3.505521 0.4 0.3 0.1 0.227
H 2.996775 1.611452 -4.797953 0.6 -0.3 0.3 0.190
H 1.319067 1.507629 -4.696558 -0.3 -0.2 0.1 0.223
H 1.166563 2.674611 -2.646546 -0.2 0.5 -0.1 0.204
H 3.254268 3.792295 -1.554841 -0.6 0.4 -0.1 0.170
H 4.189142 3.069278 -2.835246 0.2 0.2 -0.4 0.146
H 5.460037 1.960430 -1.233751 0.6 0.1 0.1 0.147
H 4.763692 0.624803 -0.350293 -0.3 0.2 0.4 0.187
H 4.589411 2.360772 0.240565 -0.3 -0.2 0.2 0.176
H 1.823797 4.847833 -3.632574 0.1 -0.1 0.1 0.364
H 2.750756 4.102631 -4.781092 0.2 -0.3 0.3 0.357
C -6.464096 -4.179760 3.118549 -0.4 0.4 1.2 -0.625
C -5.699711 -2.885841 2.736750 0.8 -0.3 -2.8 -0.070
C -4.356302 -3.199890 1.995472 1.3 -0.2 0.5 -0.058
O -3.631665 -2.101602 1.372589 -0.6 0.3 0.2 -0.568
C -2.388488 -2.549643 0.805836 -1.0 -1.3 -0.3 -0.307
N -6.498173 -2.191705 1.709989 -0.5 0.2 0.3 -0.835
H -7.388823 -3.897260 3.621691 -0.3 0.5 0.0 0.205
H -6.032910 -4.797051 3.906672 0.7 0.1 -0.2 0.210
H -6.830143 -4.853491 2.343823 0.7 0.4 -0.6 0.223
H -5.464946 -2.202768 3.553085 -0.1 -0.4 0.5 0.180
H -4.431230 -3.959724 1.217570 -0.7 -0.2 0.0 0.169
H -3.679666 -3.613217 2.743426 0.1 -0.3 0.3 0.160
H -2.074318 -2.107531 -0.139647 -0.2 1.5 0.6 0.205
H -2.581513 -3.520007 0.348415 0.1 -0.8 0.6 0.158
H -1.596257 -2.625193 1.550666 0.0 0.2 -0.1 0.177
H -5.991831 -1.381289 1.382969 0.4 0.0 -0.2 0.370
H -7.317634 -1.790530 2.143159 -0.4 -0.1 0.1 0.340
O 3.838887 -2.298894 2.423666 0.8 -0.5 0.3 -1.103
H 3.693340 -1.588772 1.798540 -0.2 0.5 -0.4 0.416
H 2.972743 -2.477547 2.789854 -0.5 0.0 0.2 0.401
O -0.612783 -1.320026 -3.528349 -0.4 -0.1 -0.2 -0.980
H 0.049128 -1.764129 -4.058338 0.2 -0.1 -0.2 0.469
H -0.202849 -1.216631 -2.669572 0.3 0.1 0.6 0.493
O -1.373525 1.305177 -2.681849 -0.4 0.7 0.0 -0.972
H -0.743964 1.210819 -1.967024 0.3 -0.2 0.3 0.475
H -1.377930 0.450182 -3.112189 0.1 -0.3 -0.3 0.486
C 2.921449 2.636761 3.578402 0.2 -2.2 0.8 -0.371
O 3.524626 3.604609 2.779582 -0.2 0.6 -0.3 -0.733
H 2.933396 2.790852 4.657389 -0.4 1.0 0.1 0.146
H 1.944680 2.289799 3.241301 -0.2 1.0 -0.2 0.184
H 3.424986 1.670063 3.571546 0.7 -0.2 -0.6 0.154
H 4.469194 3.611775 2.950885 0.0 -0.1 0.0 0.461
C 0.707574 0.117889 0.523417 -2.5 0.8 1.8 -0.444
O 0.789129 -0.047652 -0.837963 1.0 0.0 -1.7 -0.790
H -0.368707 0.145585 0.693576 -0.3 -0.5 0.6 0.160
H 1.128646 -0.648740 1.173848 0.4 -0.1 -0.3 0.130
H 0.953391 1.127514 0.852574 0.8 0.0 0.0 0.162
H 1.583914 0.440803 -1.064542 0.6 -0.1 -0.7 0.490
```
Forces are in eV/Å.